# C27H41Cl2F2I2N2O8PS2

A structure of composition C27H41Cl2F2I2N2O8PS2 (ωB97M-V/def2-TZVPD, the Open Molecules 2025 dataset).

```
87
C27H41Cl2F2I2N2O8PS2 | the Open Molecules 2025 dataset | ωB97M-V/def2-TZVPD
C 0.5603 2.7279 4.3593
C 0.7681 1.4832 5.2117
O 1.7395 0.5913 4.6877
C 1.3634 -0.0381 3.4770
C 0.4566 -1.2583 3.6782
C 0.5255 -2.2228 2.4757
C -0.8309 -2.3689 1.7689
C -1.3450 -1.0611 1.1339
C -1.2031 -0.8035 -0.3957
C 0.1975 -0.1395 -0.5937
C 0.9221 -0.1111 -1.9508
C 1.2298 1.2834 -2.4631
O 1.3579 2.2431 -1.7448
N 1.4290 1.3161 -3.8697
C 2.1247 2.4504 -4.3818
C 3.4332 2.6876 -3.9755
C 4.1198 3.7840 -4.4628
C 3.5138 4.6476 -5.3654
C 2.2176 4.3942 -5.7870
C 1.5205 3.3017 -5.2937
C -1.4450 -2.1539 -1.1538
C -0.4529 -3.3108 -1.2088
I 1.6243 -3.1764 -0.8980
C -0.8702 -4.5705 -1.4014
C 0.0145 -5.7870 -1.5228
I -2.9004 -5.1042 -1.4669
S -2.0398 -1.8898 -2.8856
O -1.1686 -2.5711 -3.7890
O -3.4454 -2.1072 -2.9336
O -1.7751 -0.3371 -3.1968
C -2.0573 0.6802 -2.2307
S -3.1086 1.8314 -3.1881
O -4.0198 1.1475 -4.0282
O -3.4939 2.9676 -2.4270
F -1.9188 2.3115 -4.1191
C -2.3875 0.2318 -0.8052
C -3.7985 -0.3411 -0.4758
C -5.0676 0.2559 -1.0846
F -5.4483 -0.4034 -2.2403
P -2.1971 1.7323 0.4188
N -1.3411 2.8700 -0.5204
O -3.7311 2.3307 0.3867
H 0.0571 3.5035 4.9369
H 1.5150 3.0895 3.9764
H -0.0780 2.5173 3.4970
H -0.1809 0.9600 5.3793
H 1.1413 1.7743 6.1954
H 0.8693 0.6696 2.8008
H 2.2909 -0.3421 2.9846
H 0.7437 -1.7490 4.6062
H -0.5695 -0.8915 3.7846
H 1.3128 -1.9004 1.7932
H 0.8071 -3.2127 2.8437
H -0.8802 -3.2528 1.1343
H -1.5280 -2.5991 2.5835
H -2.3831 -0.9402 1.4292
H -0.8119 -0.2582 1.6438
H 0.8631 -0.6306 0.1159
H 0.1525 0.8904 -0.2334
H 1.9259 -0.5301 -1.8341
H 0.4852 -0.6923 -2.7578
H 0.5286 1.2212 -4.3322
H 3.8970 2.0033 -3.2760
H 5.1329 3.9600 -4.1231
H 4.0516 5.5100 -5.7360
H 1.7290 5.0571 -6.4893
H 0.5033 3.1171 -5.6208
H -2.3066 -2.5936 -0.6498
H 0.7199 -5.6665 -2.3476
H -0.5698 -6.6817 -1.7129
H 0.5689 -5.9408 -0.5946
H -1.1503 1.2740 -2.1408
H -3.9360 -0.2095 0.6002
H -3.8740 -1.4168 -0.6339
H -5.8754 0.1021 -0.3616
H -5.0210 1.3270 -1.2660
H -1.9033 3.6570 -0.8192
H -0.5075 3.1853 -0.0409
H -3.8982 2.7286 1.2484
Cl 5.5154 -1.8974 4.3685
C 4.4319 -1.2059 5.6082
C 3.8513 -2.2657 6.5072
Cl 2.7127 -3.3349 5.6420
H 3.6503 -0.6478 5.1007
H 5.0267 -0.5149 6.2033
H 3.2936 -1.7898 7.3118
H 4.6246 -2.8970 6.9368
```

* gap between HOMO and LUMO: 8.5403 eV
* highest occupied orbital energy: -8.7 eV
* charge: 0

# C27H41F6N4O8S3SbTi

A structure of composition C27H41F6N4O8S3SbTi (ωB97M-V/def2-TZVPD, the Open Molecules 2025 dataset).

```
91
C27H41F6N4O8S3SbTi | the Open Molecules 2025 dataset | ωB97M-V/def2-TZVPD
Ti 0.1102 -1.6609 0.4087
C -2.5035 -1.4487 2.8550
N -1.6177 -0.4166 2.3149
C -0.9232 0.2593 3.4045
C -2.3306 0.4226 1.3913
C -3.0650 1.5199 1.7861
C -3.8089 2.2560 0.8671
C -3.8426 1.8284 -0.4468
C -3.1462 0.6945 -0.8481
C -2.3529 -0.0166 0.0499
N -1.6483 -1.1758 -0.2303
C -1.6488 -1.8051 -1.5051
C -1.4069 -1.1456 -2.7099
C -1.3737 -1.8352 -3.9060
C -1.5765 -3.2048 -3.9264
C -1.7939 -3.8845 -2.7400
C -1.8297 -3.2036 -1.5303
N -2.0769 -3.8653 -0.2954
C -3.4400 -3.6942 0.1714
C -1.6362 -5.2427 -0.2001
H -3.1613 -1.0325 3.6322
H -1.9005 -2.2506 3.2768
H -3.1189 -1.8512 2.0547
H -0.3869 1.1221 3.0191
H -0.2009 -0.4331 3.8363
H -1.6142 0.5879 4.1950
H -3.0689 1.8107 2.8300
H -4.3532 3.1386 1.1776
H -4.4195 2.3824 -1.1781
H -3.2150 0.3591 -1.8733
H -1.1591 -0.0918 -2.6905
H -1.1534 -1.3033 -4.8216
H -1.5532 -3.7451 -4.8644
H -1.9154 -4.9599 -2.7517
H -4.1525 -4.3034 -0.4103
H -3.7303 -2.6486 0.0782
H -3.5017 -3.9974 1.2189
H -2.3080 -5.9449 -0.7212
H -1.6094 -5.5215 0.8552
H -0.6299 -5.3304 -0.6032
F 3.0722 1.1043 -4.3238
C 2.4400 -0.1067 -3.9243
F 3.3177 -1.0683 -4.4160
F 1.3541 -0.1651 -4.8530
S 2.4573 -0.8500 -1.3597
O 0.8996 -0.6842 -0.9568
O 3.1723 0.3387 -0.8877
N 3.0663 -2.0987 -0.3279
S 2.3104 -3.4362 -0.1660
O 2.9838 -4.7002 0.0155
O 0.7661 -3.3851 -0.0860
C 2.1023 -3.7841 -2.0887
F 1.4594 -4.9884 -2.2769
F 3.2028 -3.8243 -2.8374
F 1.2764 -2.8756 -2.6652
O 1.7632 -2.0043 3.8445
S 1.4332 -2.2276 2.4697
O 2.3951 -3.1774 1.8529
O 1.4068 -0.9401 1.6501
O 0.0386 -2.7305 2.2649
C -0.4839 3.9628 2.4910
C 0.2447 3.9765 1.1442
C 1.2347 5.1370 1.1231
Sb 0.9216 1.8866 0.5403
C 2.8726 1.9071 1.5897
C 2.6315 1.9066 3.0967
C 3.8993 2.9471 1.1681
C 1.1478 2.4943 -1.5845
C 2.3988 3.2604 -1.9801
C -0.1281 3.1938 -2.0435
H -0.8915 4.9579 2.7256
H 0.1838 3.6832 3.3106
H -1.3154 3.2602 2.4664
H -0.5155 4.1701 0.3817
H 1.9193 5.0767 1.9725
H 0.7038 6.0974 1.1973
H 1.8254 5.1512 0.2092
H 3.2360 0.9248 1.2937
H 2.1589 2.8335 3.4359
H 3.5871 1.8064 3.6260
H 2.0087 1.0572 3.3846
H 3.5919 3.9594 1.4286
H 4.0688 2.8943 0.0956
H 4.8558 2.7449 1.6687
H 1.1987 1.5102 -2.0540
H 2.4835 4.2108 -1.4493
H 2.3838 3.4637 -3.0566
H 3.2739 2.6465 -1.7771
H -0.1453 4.2386 -1.7195
H -1.0213 2.6995 -1.6455
H -0.1833 3.1770 -3.1374
```

* gap between HOMO and LUMO (spin up / spin down): 4.7608 / 4.7616 eV
* highest occupied orbital energy (spin up / spin down): -0.8 / -0.8 eV
* ΔE to the lowest compared entry with this formula, charge and spin: 123.12 kcal/mol
* charge: -2

# C27H41F9OP2Sn

A structure of composition C27H41F9OP2Sn (ωB97M-V/def2-TZVPD, the Open Molecules 2025 dataset).

```
81
C27H41F9OP2Sn | the Open Molecules 2025 dataset | ωB97M-V/def2-TZVPD
Sn -0.0975 1.3417 2.0781
C -0.8642 4.5174 0.6459
C -1.9146 3.9068 -0.0931
C -2.2383 3.4079 2.1395
C -1.0698 4.2333 2.0331
C -2.7421 3.1936 0.8129
C 0.2540 5.2966 0.0663
H 0.5104 4.9293 -0.9385
H 1.1530 5.2330 0.6949
H -0.0135 6.3626 -0.0328
C -0.1700 4.6138 3.1472
H 0.7930 4.9922 2.7748
H 0.0253 3.7686 3.8296
H -0.6165 5.4135 3.7583
C -2.7562 2.7822 3.3813
H -3.2733 3.5227 4.0119
H -1.9470 2.3637 4.0096
H -3.4828 1.9865 3.1587
C -3.9109 2.3662 0.4437
H -4.8321 2.9720 0.4337
H -4.0649 1.5417 1.1526
H -3.7911 1.9419 -0.5633
C -2.0842 3.9362 -1.5610
H -2.8994 4.6087 -1.8709
H -2.3292 2.9365 -1.9478
H -1.1727 4.2853 -2.0586
C 2.1289 0.3904 -0.2600
C 1.9000 1.4059 -1.1111
C 1.0510 1.4056 -2.3427
C 0.1506 0.1689 -2.5149
C -0.8730 -0.0005 -1.4543
C -0.7736 -0.8755 -0.4383
C 0.4489 -1.6223 -0.0034
C 1.8434 -1.0684 -0.3919
H 1.6779 1.5030 -3.2534
H 0.7905 -0.7266 -2.5595
H 0.4143 2.3118 -2.3365
H 2.1454 -1.4116 -1.3952
H 2.6506 0.6125 0.6752
H 2.3805 2.3715 -0.9007
H 2.5536 -1.5813 0.2894
H 0.4296 -1.7444 1.1031
H -1.6460 -1.1019 0.1828
H 0.3701 -2.6554 -0.4044
H -0.3514 0.2523 -3.4922
H -1.7764 0.6189 -1.5502
P 1.5750 -2.7968 -3.1208
C 3.2914 -3.2814 -2.6633
C 1.7575 -2.7158 -4.9378
P -1.0796 -4.4056 -2.8229
C 0.7821 -4.4614 -2.9906
C -1.4830 -4.8342 -4.5751
C -1.2773 -6.1333 -2.1917
H 3.3224 -3.6156 -1.6170
H 3.9644 -2.4225 -2.7916
H 3.6093 -4.0979 -3.3249
H 2.3351 -3.5866 -5.2711
H 2.2983 -1.7954 -5.1904
H 0.7698 -2.7124 -5.4161
H -0.8428 -6.8667 -2.8822
H -2.3477 -6.3415 -2.0855
H -0.7967 -6.2224 -1.2116
H 1.1945 -4.9755 -2.1049
H 1.0559 -5.0292 -3.9016
H -2.5645 -5.0039 -4.6354
H -0.9664 -5.7509 -4.8869
H -1.2080 -4.0079 -5.2397
F 2.8992 -0.1571 3.2614
C 2.1478 0.4983 4.1896
F 2.9220 0.7713 5.2591
F 1.8657 1.7442 3.6069
C 0.8181 -0.2575 4.4784
O -0.0446 -0.2828 3.3736
C 1.1160 -1.7849 4.6726
F 2.0718 -2.0324 5.6189
F -0.0151 -2.4592 5.0126
F 1.5511 -2.3148 3.4921
C 0.0269 0.4550 5.6383
F 0.6011 0.3908 6.8661
F -0.0875 1.7987 5.3138
F -1.2426 -0.0191 5.7297
```

* gap between HOMO and LUMO (spin up / spin down): 2.1686 / 2.1693 eV
* highest occupied orbital energy (spin up / spin down): -12.4 / -12.4 eV
* ΔE to the lowest compared entry with this formula, charge and spin: 6.33 kcal/mol
* charge: +2

# C27H41N2S

A cluster of 2 separate species, C27H41N2S in total (ωB97M-V/def2-TZVPD, the Open Molecules 2025 dataset).

```
71
C27H41N2S | the Open Molecules 2025 dataset | ωB97M-V/def2-TZVPD
C 4.4471 -1.8555 3.2666
C 2.9567 -1.5910 3.4521
C 2.6705 -0.1977 4.0056
C 1.1843 0.1267 4.2033
S 0.2532 0.5456 2.6901
C -1.4108 0.4506 3.3729
C -2.1967 -0.8463 3.1873
C -3.6036 -0.7118 3.7737
C -4.4808 -1.9382 3.5632
H 4.6075 -2.8623 2.8790
H 4.8908 -1.1502 2.5606
H 4.9873 -1.7716 4.2124
H 2.4320 -1.7189 2.4991
H 2.5346 -2.3309 4.1412
H 3.1520 -0.1108 4.9898
H 3.1283 0.5587 3.3575
H 0.6828 -0.7060 4.7151
H 1.0948 1.0267 4.8252
H -1.3518 0.7017 4.4409
H -1.9344 1.2690 2.8596
H -2.2632 -1.0885 2.1188
H -1.6695 -1.6751 3.6793
H -3.5116 -0.5029 4.8467
H -4.0839 0.1664 3.3248
H -5.4628 -1.7713 4.0115
H -4.6271 -2.1431 2.4993
H -4.0445 -2.8258 4.0285
C -0.4857 8.4392 10.0295
N -0.8953 7.0926 9.6696
C -2.1948 6.7362 10.2149
C -0.4428 6.5074 8.4744
C 0.5898 5.5349 8.4960
C 0.9951 4.9231 7.3298
C 0.3980 5.2403 6.0753
C 0.7737 4.5373 4.8906
C 0.2840 4.8146 3.6149
C 0.3588 3.9227 2.5423
C -0.1151 4.2638 1.2366
C -0.1764 3.2796 0.2140
C -0.7097 3.5480 -1.0287
C -1.1894 4.8450 -1.3405
N -1.7278 5.1148 -2.6068
C -3.1610 5.2063 -2.8094
C -0.9565 5.8123 -3.6182
C -1.1042 5.8538 -0.3536
C -0.5637 5.5776 0.8906
C -0.6002 6.2565 6.0651
C -1.0119 6.8686 7.2347
H 0.4779 8.6720 9.5645
H -1.2293 9.1891 9.7116
H -0.3853 8.5000 11.1211
H -2.4660 5.7224 9.9021
H -2.1416 6.7727 11.3108
H -2.9815 7.4356 9.8870
H 1.0335 5.2841 9.4609
H 1.7860 4.1730 7.3559
H 1.4777 3.7104 5.0031
H -0.1774 5.7988 3.4705
H 0.8483 2.9548 2.6890
H 0.1856 2.2788 0.4506
H -0.7744 2.7766 -1.7976
H -3.6858 4.6799 -2.0056
H -3.5000 6.2543 -2.8343
H -3.4166 4.7433 -3.7715
H 0.1122 5.7318 -3.3943
H -1.1556 5.3571 -4.5974
H -1.2331 6.8774 -3.6745
H -1.4688 6.8541 -0.6031
H -0.4924 6.3901 1.6135
H -1.0636 6.5438 5.1227
H -1.7906 7.6336 7.2183
```

* gap between HOMO and LUMO: 5.4825 eV
* highest occupied orbital energy: -10.8 eV
* charge: +1

# C27H41N3O10P2Ru

A structure of composition C27H41N3O10P2Ru (ωB97M-V/def2-TZVPD, the Open Molecules 2025 dataset).

```
84
C27H41N3O10P2Ru | the Open Molecules 2025 dataset | ωB97M-V/def2-TZVPD
Ru -0.8335 0.2367 2.1639
O -2.1384 -1.0719 5.8203
C -1.5265 -0.7314 4.8449
N -1.8891 0.1969 3.8780
C -3.0782 0.8825 3.9799
O -3.9114 0.7989 4.8452
C -3.2273 1.8790 2.8593
C -4.2977 2.7498 2.8857
C -4.3914 3.7183 1.9030
C -3.3985 3.7753 0.9407
C -2.3678 2.8535 0.9730
N -2.2769 1.9029 1.9095
C -0.1348 -1.2497 4.5789
C 0.5139 -2.0274 5.5128
C 1.8328 -2.3773 5.2806
C 2.4506 -1.9200 4.1286
C 1.7275 -1.1638 3.2254
N 0.4465 -0.8473 3.4379
H -5.0165 2.6465 3.6859
H -5.2147 4.4199 1.8927
H -3.4160 4.5206 0.1582
H -1.6009 2.8553 0.2184
H -0.0317 -2.3207 6.3986
H 2.3757 -2.9841 5.9927
H 3.4844 -2.1509 3.9147
H 2.1605 -0.8302 2.2970
C 3.0891 -4.2427 -1.0264
C 3.6147 -2.8235 -1.0324
C 3.8419 -2.2630 -2.4214
O 2.7413 -1.9595 -0.2318
P 1.3464 -1.3247 -0.5641
O 0.5916 -1.0759 0.6769
C 1.7046 0.2561 -1.3734
P 0.3273 1.4169 -1.3052
O -0.6212 1.0894 -0.2273
O 0.9441 2.8674 -1.2557
C 1.7411 3.4910 -0.1982
C 3.1864 3.5523 -0.6467
C 1.5695 2.8239 1.1548
O -0.3657 1.3795 -2.7096
C 0.1647 2.0050 -3.9245
C -0.5501 3.3203 -4.1335
C -0.0517 1.0187 -5.0497
O 0.7265 -2.3022 -1.6182
C -0.4852 -2.1088 -2.4264
C -0.5371 -3.3057 -3.3479
C -1.7062 -1.9775 -1.5471
H 3.8383 -4.9034 -1.4637
H 2.1715 -4.3244 -1.6063
H 2.8939 -4.5737 -0.0071
H 4.5481 -2.7794 -0.4722
H 2.9263 -2.2911 -3.0133
H 4.5873 -2.8738 -2.9306
H 4.2228 -1.2416 -2.3793
H 2.0557 0.1228 -2.3983
H 2.5340 0.6785 -0.8024
H 1.3370 4.5021 -0.1548
H 3.6718 2.5759 -0.5956
H 3.7389 4.2305 0.0037
H 3.2547 3.9275 -1.6668
H 1.8903 1.7788 1.1336
H 0.5372 2.8698 1.5033
H 2.1965 3.3462 1.8778
H 1.2342 2.1776 -3.7735
H -1.6224 3.1491 -4.2333
H -0.1889 3.7955 -5.0459
H -0.3732 3.9954 -3.2982
H -1.1149 0.8040 -5.1626
H 0.4775 0.0834 -4.8632
H 0.3177 1.4375 -5.9856
H -0.3320 -1.1943 -3.0041
H -0.6749 -4.2198 -2.7695
H 0.3793 -3.3930 -3.9315
H -1.3761 -3.2025 -4.0360
H -1.7759 -2.8254 -0.8639
H -2.5918 -1.9645 -2.1844
H -1.6886 -1.0551 -0.9686
C -4.2141 -1.7748 0.9642
O -3.1892 -0.7985 1.2517
C -2.0258 -1.2573 1.7445
O -1.7568 -2.4072 1.9382
H -5.1437 -1.3838 1.3684
H -3.9661 -2.7273 1.4231
H -4.2913 -1.8819 -0.1162
```

* gap between HOMO and LUMO (spin up / spin down): 8.6864 / 7.9904 eV
* ⟨S²⟩: 0.76
* highest occupied orbital energy (spin up / spin down): -11.3 / -11.0 eV
* multiplicity: 2
* charge: +1

# C27H41N3O15

A cluster of 8 separate species, C27H41N3O15 in total (ωB97M-V/def2-TZVPD, the Open Molecules 2025 dataset).

```
86
C27H41N3O15 | the Open Molecules 2025 dataset | ωB97M-V/def2-TZVPD
C -0.2717 2.4594 -2.4538
C 0.6913 3.3626 -1.6818
O 0.3583 4.5533 -2.3675
C -0.7716 4.4660 -3.0481
O -1.3036 5.3910 -3.6857
O -1.2794 3.2776 -2.9595
H -0.8445 1.8456 -1.7587
H 0.2163 1.8214 -3.1905
H 1.7144 2.9920 -1.7453
H 0.5219 3.3901 -0.6054
C 1.1855 -5.7904 -3.3701
C 1.1186 -4.3128 -3.4208
O -0.0748 -3.9286 -2.7830
C -0.7241 -5.0545 -2.3910
O -1.8762 -5.0762 -1.8834
O 0.0458 -6.1330 -2.5496
H 2.1027 -6.1817 -2.9298
H 1.1312 -6.2648 -4.3499
H 1.1112 -3.8299 -4.3980
H 1.9438 -3.8946 -2.8442
C 2.9442 2.2905 3.1589
C 3.4849 0.9520 2.6717
O 4.8272 1.1548 2.8091
C 5.0724 2.1738 3.6760
O 6.1897 2.5106 4.1009
O 3.8907 2.6932 4.0718
H 2.0254 2.1437 3.7266
H 2.7496 2.9159 2.2876
H 3.1786 0.7327 1.6489
H 3.2006 0.1510 3.3541
C -0.5675 -1.0790 -1.0370
C -0.2807 -2.1491 0.0254
O 0.2940 -1.4615 1.1035
C 0.1141 -0.0967 0.8757
O 0.4770 0.8427 1.6311
O -0.4748 0.1338 -0.3252
H -1.5844 -1.2179 -1.4041
H 0.0979 -1.1877 -1.8934
H 0.2089 -3.0254 -0.3994
H -1.2161 -2.5518 0.4139
C -4.7902 -0.5910 -3.3647
C -3.6736 0.4733 -3.4875
O -3.3346 0.7669 -2.1853
C -3.9738 -0.0289 -1.3192
O -3.8358 0.0539 -0.0696
O -4.8194 -0.7857 -1.9691
H -4.5529 -1.5355 -3.8543
H -5.6704 -0.1354 -3.8184
H -3.9758 1.3710 -4.0268
H -2.8710 -0.0799 -3.9751
C 5.7813 -0.1740 -3.8651
C 5.8698 -1.3472 -2.8713
C 5.1543 -0.9437 -1.5769
C 3.8040 -0.2977 -1.7170
N 2.7168 0.2051 -1.7587
H 4.7552 -0.1759 -4.2330
H 6.3186 -0.3847 -4.7897
H 5.9807 0.8021 -3.4227
H 6.8366 -1.6605 -2.4772
H 5.5018 -2.2459 -3.3663
H 5.6848 -0.1002 -1.1352
H 5.0422 -1.7358 -0.8365
C -2.7890 -1.7938 2.7395
C -1.9572 -1.2668 3.9445
C -2.2424 -2.0737 5.2152
C -3.6372 -2.0742 5.7429
N -4.7163 -2.0765 6.1161
H -3.8110 -1.5015 2.9811
H -2.6999 -2.8708 2.5976
H -2.4138 -1.3752 1.8057
H -2.1688 -0.2135 4.1281
H -0.9356 -1.4657 3.6206
H -1.5640 -1.8056 6.0251
H -2.0653 -3.1357 5.0453
C -2.1444 4.2018 3.9895
C -1.8075 3.6344 2.5595
C -2.9547 3.0926 1.7873
C -3.8487 2.2185 2.5211
N -4.5958 1.5629 3.1283
H -2.9841 4.8931 3.9180
H -1.2546 4.5437 4.5181
H -2.5290 3.4123 4.6352
H -1.0696 2.8528 2.7405
H -1.2351 4.3311 1.9470
H -2.6385 2.4966 0.9312
H -3.5133 3.9454 1.4016
```

* gap between HOMO and LUMO (spin up / spin down): 8.4438 / 2.1926 eV
* ⟨S²⟩: 0.76
* highest occupied orbital energy (spin up / spin down): -12.5 / -12.5 eV
* multiplicity: 2
* charge: +1

Table of DFT total energy (eV), in record order: -125663.1816; -129468.4720; -79559.1551; -42471.7212; -74770.4230; -63833.2214
Table of max |F| (eV/A), in record order: 0.69; 5.91; 5.68; 1.37; 0.36; 5.19